Record 1
# C3H6N2O3

C3H6N2O3 as an isolated structure in a non-equilibrium geometry (ωB97M-V/def2-TZVPD, OMol25).

Geometry as XYZ:
```
14
C3H6N2O3 ωB97M-V/def2-TZVPD
C -0.2451 0.8914 0.0098
C 1.4387 -0.6397 0.7206
C -2.1198 0.8523 -0.7246
N 0.1240 -0.3369 0.1799
N -2.7410 -0.1331 0.0449
O 0.2004 1.9776 0.1361
O -3.5856 0.1755 0.8600
O -2.3270 -1.2909 -0.0981
H 1.4410 -1.6516 1.1086
H 2.1992 -0.5449 -0.0576
H 1.6741 0.0602 1.5218
H -2.5252 1.8439 -0.6045
H -1.8791 0.5388 -1.7285
H -0.5600 -1.0875 0.0143
```

Calculated values
- relative energy (zero: lowest compared OMol25 entry of this formula, charge and spin) (kJ/mol) = 479.4
- LUMO energy (hartree) = -0.0028
- total energy (eV) = -12327.260
- total charge = 0
- highest occupied orbital energy (eV) = -9.86

Record 2
# C3H6N2O3

One molecule with the formula C3H6N2O3 in a non-equilibrium geometry (ωB97M-V/def2-TZVPD, OMol25).

Geometry as XYZ:
```
14
C3H6N2O3 ωB97M-V/def2-TZVPD
N 0.5130 1.4624 -0.0739
N 0.4964 0.0473 -0.0940
C 1.7261 -0.5106 -0.3416
O 1.9576 -1.6931 -0.4264
C -0.5196 -0.7252 0.6488
C -1.8639 -0.5482 -0.1363
O -2.5895 -1.5077 -0.3645
O -2.0527 0.7023 -0.5121
H 0.8922 1.7822 -0.9536
H 0.9840 1.6663 0.8323
H 2.5797 0.1821 -0.5664
H -0.6540 -0.2825 1.6748
H -0.2183 -1.7664 0.6991
H -1.2508 1.1911 -0.3861
```

Calculated values
- relative energy (zero: lowest compared OMol25 entry of this formula, charge and spin) (kJ/mol) = 222.3
- LUMO energy (hartree) = 0.0099
- total energy (eV) = -12329.924
- total charge = 0
- SMILES = NN(C=O)CC(=O)O
- highest occupied orbital energy (eV) = -9.88

relative energy (zero: lowest compared OMol25 entry of this formula, charge and spin) of number 2 (C3H6N2O3)?
222.3 kJ/mol

Which formula does entry 2 have?
C3H6N2O3

Among the records above, which one has the lowest LUMO energy?
number 1